Record 1
The following is a quantum chemistry calculation of C25H35Cl3NO2OsSb as an isolated structure, from OMol25.

The geometry in ORCA input format:
```
! wB97M-V def2-TZVPD RIJCOSX def2/J DEFGRID3
* xyz 2 5
C 1.85958 0.01752 2.51590
H -0.71044 -0.26555 -6.71208
H -4.52450 -2.63164 0.44599
C 1.83933 0.97888 3.69937
H -2.01530 -0.85521 2.57267
C 1.02028 2.32013 -0.23494
H -2.58992 -0.67892 -5.15611
H 0.51122 -1.41885 3.47761
H 1.80598 4.30581 -0.13104
H -0.32730 1.70324 -1.86196
H -1.15450 -0.00822 3.86855
H -2.75418 0.62437 0.40018
H 3.27754 -0.54619 0.92987
H 2.02266 2.01501 3.41212
H -0.50111 2.41730 3.66190
C -4.42602 -1.99073 -1.60410
C 1.32788 3.59310 0.54919
O 2.14363 -1.91425 -0.89741
C -1.52926 1.24047 2.11599
H -2.45707 2.36954 0.49816
Cl 4.34132 -3.39973 0.38536
C -2.28497 -1.27140 -2.41470
C -3.89552 -2.23085 -0.33829
Sb 0.33135 0.70168 1.07464
H 2.64821 0.68616 4.37760
C 3.23453 0.01242 1.86325
C 1.00695 -0.73368 -3.86044
H 0.28657 3.34567 -1.96331
H 0.42993 4.07421 0.92914
H 3.14083 1.76577 -0.29865
H -2.20301 2.77462 3.42299
C -1.76188 -1.42714 -1.10465
H 2.01884 3.42915 1.37764
C -2.62507 1.46413 1.08015
H -5.46967 -2.20207 -1.79608
H 2.15723 0.86669 -1.44877
C -3.62037 -1.53283 -2.64602
H -2.13949 -2.18500 0.88644
C -1.88682 0.10564 3.07041
C -2.56077 -1.96998 -0.08616
H 2.52720 2.56289 -1.73765
H -0.99575 2.96218 -0.81969
O 0.57784 -3.10852 0.03515
C -1.30690 -0.94600 -3.46716
N -0.02519 -0.95261 -3.02508
H 3.92425 -0.47142 2.56335
H -4.04562 -1.42016 -3.63525
Cl 2.23384 -5.20966 1.16140
H 2.22735 -1.76751 3.62804
H 1.63772 -0.32618 -5.85368
C 2.80228 -4.11446 -0.07264
H 1.40383 -2.09156 2.11056
Cl 2.92075 -4.92881 -1.64013
C 1.78208 -2.99956 -0.29971
C -1.57037 -0.69263 -4.79778
H -3.57122 1.59899 1.61498
C -1.27215 2.52409 2.90212
H 0.91293 0.92088 4.26907
H 3.61169 1.01890 1.69709
H 1.99972 -0.77134 -3.42959
Os 0.18405 -1.14259 -0.93557
C -0.51318 -0.46196 -5.66641
C 0.79479 -0.48886 -5.19745
C -0.07657 2.58437 -1.26504
H -1.02800 3.37048 2.26657
C 2.27974 1.83844 -0.95547
C 1.45905 -1.39216 2.94345
H -2.84088 0.35550 3.54612
*
```

Expectation value of S² ... 6.040
Highest occupied orbital energy (spin up / spin down) ... -14.6 / -15.2 eV
Frontier orbital gap (spin up / spin down) ... 8.26 / 6.59 eV
LUMO energy (spin up / spin down) ... -6.37 / -8.61 eV
ΔE to the lowest compared entry with this formula, charge and spin ... 0.0 kJ/mol
Calculated total energy ... -78633.299 eV

Record 2
The following is a quantum chemistry calculation of C13H14IN3SeTc as an isolated structure in a non-equilibrium geometry, from OMol25.

The geometry in ORCA input format:
```
! wB97M-V def2-TZVPD RIJCOSX def2/J DEFGRID3
* xyz 2 4
C -1.14484 0.16078 -3.09665
H 1.44064 2.37355 -4.92094
H 2.46919 1.41811 1.10482
C -1.68149 -3.26359 2.81294
Tc -0.02585 1.40321 -0.75473
C 0.94703 1.48412 -3.12185
C 3.06637 2.80925 -2.47705
H -0.54378 1.47378 -6.12463
H -0.85767 -3.08096 1.00801
C -1.32721 0.44883 -4.43842
C -0.40289 1.26051 -5.08538
C 2.74176 1.87804 0.13877
C -0.50574 -0.54138 2.52409
C -1.54457 -1.14799 1.64941
Se -2.08631 -3.93292 4.32541
N 1.91176 1.54650 -0.90433
H 3.13027 3.12832 -3.49704
H -2.55817 -0.83517 1.91343
I -1.85121 2.83567 -0.01756
C 3.78990 2.73184 -0.16689
H -2.18602 0.00963 -4.90520
C 2.01649 1.94556 -2.21546
C 3.92363 3.19374 -1.46667
H -0.17282 0.24368 1.77291
N -0.01929 0.68297 -2.55173
H -0.99057 -0.13199 3.46748
H 4.72707 3.84858 -1.71426
N -1.47110 -2.66130 1.71071
H 4.45549 2.98477 0.64367
H -1.75892 -0.44316 -2.41300
H -1.32526 -0.76484 0.65523
C 0.70480 1.76280 -4.44844
H 0.31598 -1.27926 2.65053
*
```

Expectation value of S² ... 3.781
Highest occupied orbital energy (spin up / spin down) ... -13.8 / -13.5 eV
Frontier orbital gap (spin up / spin down) ... 5.83 / 5.51 eV
LUMO energy (spin up / spin down) ... -7.94 / -7.97 eV
ΔE to the lowest compared entry with this formula, charge and spin ... 0.0 kJ/mol
Calculated total energy ... -93804.780 eV

Record 3
The following is a quantum chemistry calculation of a 9-piece molecular cluster, C58H122BrN8O2 overall in a non-equilibrium geometry, from OMol25.

The geometry in ORCA input format:
```
! wB97M-V def2-TZVPD RIJCOSX def2/J DEFGRID3
* xyz 7 1
C 4.72855 -2.19972 0.14590
H -9.80928 -6.35263 3.78712
H 0.95942 6.93316 -6.87080
C -2.69893 2.19046 8.07808
H 9.85311 0.49927 -3.12945
H 4.56504 1.34735 -6.07823
H -3.56248 3.63234 6.15098
H -6.46019 -6.62786 0.65608
H 15.64275 -4.04419 -3.20842
H 10.23526 -1.49846 -4.58672
H -12.87776 -6.13232 1.44548
C -10.95448 5.71382 -0.73340
H 6.37349 -0.42503 7.90089
H 1.90254 -0.26974 -5.99149
H 2.85801 0.18506 -7.42051
H -5.16368 -7.49948 -1.22255
H 1.61186 7.77086 -4.88457
H -0.25247 4.49014 7.43648
C 7.68001 1.56360 5.85751
C -12.58955 6.96282 0.55609
C -14.88081 7.25808 -0.29749
O -2.73154 1.90325 4.78647
H 11.25996 -3.09366 -2.28548
N 2.39805 4.91980 -5.21061
H -2.26051 1.32973 7.55579
H -1.50212 3.45087 4.35595
H -2.48853 4.17639 9.60243
H -6.33016 -8.28458 1.04704
C 12.17713 -1.12721 -3.64353
C 2.60780 2.39967 -5.67017
H -6.83309 -7.38734 -1.73730
H -8.42627 -7.80029 2.52549
H 11.87953 -4.49279 -3.13131
H 5.18863 1.93398 6.62693
Br -2.73302 0.57890 0.81086
H -11.68966 -8.82178 2.10037
C -9.00354 4.49043 0.22511
H 2.74698 -3.92693 -0.53975
H -10.05267 -6.19657 0.13530
C -8.25126 -7.81378 0.36538
C 2.49552 7.28955 -5.32595
H 3.72506 0.99698 -4.52244
H -2.65968 2.08437 9.17371
H -8.80923 -7.36124 -0.45576
H 3.60922 -3.21143 1.64458
C 11.50698 -3.48347 -3.27396
H 5.13985 1.57974 3.61343
H 13.27099 -2.09445 -5.74926
N 6.49209 2.16240 5.05689
C -10.57305 -8.73880 2.11844
C -7.61915 4.49886 -2.16095
H -2.22342 -5.76894 1.29218
C 2.02335 6.81449 -6.70929
H -12.07627 -4.82629 0.55140
C -5.66968 3.39677 -1.28379
N 12.63507 -2.56778 -3.82486
H 14.17630 -1.72778 -2.46981
H 8.53174 1.52847 5.19419
H 0.86280 -2.34265 1.30046
C 14.46330 -3.84760 -4.94283
H 11.28648 -0.62737 -5.61136
C -11.89607 5.62454 -1.76904
H 5.47219 -1.82444 0.87499
H 0.69771 -6.35421 0.78121
H 2.76543 6.10194 -3.48224
C -8.77752 -7.20813 1.70099
H 0.88165 4.26014 -3.86603
H 7.40207 -0.58169 5.60632
C 2.33714 -3.07447 -0.04285
H -3.75373 2.20603 7.80392
H 0.54978 5.66662 -4.82206
H -0.85093 -5.01177 -1.57082
C 13.84594 -2.66134 -2.91285
H 6.75921 0.94356 3.39667
N -13.44447 6.89319 -0.47823
C -0.03338 -4.93386 -0.77626
C 7.46555 0.15428 6.42784
H -9.40098 4.40713 1.22010
H -0.35535 3.44515 8.86645
N -10.27838 -7.28559 1.92176
C 5.39037 2.72165 5.90809
H -2.53958 1.41594 4.00362
O 6.25851 0.14704 7.12883
C 10.25158 0.58093 -4.11446
H 5.12653 -3.13645 -0.22796
C -0.56749 -2.49177 -1.00999
H -11.39320 -7.13883 3.68329
C 11.08593 1.90372 -4.24851
H -11.67792 5.02954 -2.61379
C -2.68352 4.49434 8.57693
C 3.37471 -2.51594 0.83978
H -12.94869 7.46662 1.44532
H 7.97589 2.86574 3.80750
H 2.54210 7.41264 -7.45624
H 3.37177 5.13958 -7.14321
C -1.78616 2.79951 5.19658
H 4.49363 2.98237 5.36476
C -8.88988 5.10297 -2.07031
H -0.61103 -6.93803 -0.11973
C -11.89290 -5.62150 1.26887
C -10.68521 -6.53992 3.14106
H 13.59336 -3.25623 -1.98757
H 6.33879 3.75840 3.66018
H 15.29021 -3.67655 -5.68301
C -0.24011 -6.02868 0.32767
H -0.18954 2.69212 7.23810
C 7.07883 3.28598 4.28588
H 12.00209 1.84366 -3.68522
H -3.73716 4.63068 8.27875
C 2.90547 -0.05048 -6.33187
H -0.94693 -1.58148 -0.47963
C -1.39275 -3.90940 0.77019
C -13.11152 6.25297 -1.61899
C 14.83148 -3.49291 -3.50719
N -0.16408 -3.61335 -0.04792
H -8.52406 -6.17556 1.82697
H 2.45644 2.58114 -6.73396
H -0.86476 -5.43165 2.30770
H 13.04185 -0.56811 -3.90225
C -0.64331 3.52681 7.79669
C 1.07338 -3.28444 0.75632
H -11.36535 -7.36109 0.11819
C -6.16155 -7.90564 -1.05162
H 7.82819 2.24147 6.69383
H 0.38477 4.03904 -5.50354
H 2.11914 -2.44886 -0.88905
H -0.92212 2.30123 5.55951
C -10.87475 -6.61428 0.72374
H 5.66429 3.64636 6.52811
H 1.21483 -4.13548 1.39229
N -2.10800 3.48037 7.66722
H -7.03457 4.48087 -3.04041
H 0.17720 -2.24894 -1.78400
C 3.54007 1.18259 -5.56843
C 10.97707 -0.68051 -4.57699
H -15.39169 6.43479 -0.73022
H 8.35115 -0.03560 7.03059
H 3.19804 3.54737 -3.98277
H 12.35459 -3.65862 -5.69510
H 16.60042 -4.89531 2.11199
H 4.16906 3.96493 -5.46238
H 1.64764 2.09826 -5.24438
H -15.14813 8.14444 -0.91977
H -5.59570 3.04498 -2.31031
H -6.13611 -8.95590 -1.27393
H 3.01347 -1.66839 1.40809
N -7.02912 3.95424 -1.11145
H -10.20512 -9.33789 1.26139
H 11.99075 -0.96860 -2.56719
H -7.11187 3.49458 0.84017
H 14.34933 -4.92283 -5.06944
C -6.73605 -7.60388 0.31788
H -8.34998 -8.89738 0.29053
H 3.34680 8.01681 -5.40443
H -12.06624 -4.89226 3.37306
C 3.02889 6.15364 -4.53875
C 5.98891 1.16222 4.15333
H 11.26305 2.15073 -5.31679
C -9.63293 5.07160 -0.86447
H -1.38334 -2.96312 -1.55959
H -2.22208 5.48492 8.39300
H -5.51447 2.59376 -0.56404
H -9.31011 5.53984 -3.00422
H 3.54986 -0.94780 -6.25529
H 10.66261 -3.41793 -3.96852
H -15.10854 7.41913 0.75033
H -2.26261 -3.84719 0.09428
H 4.71593 -1.51119 -0.68130
H 4.10294 6.07143 -4.57653
C 13.07775 -3.02287 -5.21677
C 2.41418 5.38307 -6.77339
H 7.37184 4.03704 5.02624
H -5.01257 4.26153 -1.10834
C -11.30461 6.46414 0.43744
H -13.90063 6.23218 -2.42674
C -2.44467 3.69495 6.22533
H -2.23161 4.72523 6.11851
H 10.53207 2.77849 -3.93241
C 0.98300 4.68977 -4.85860
C -11.32091 -5.18704 2.62925
C -7.67595 3.99051 0.06742
C -1.22354 -5.34191 1.28112
H -10.08577 -9.00744 3.08523
H -10.55708 -4.39915 2.45333
H 9.40599 0.64179 -4.81434
H 5.60008 0.24872 4.62287
H -1.53618 -3.22758 1.58718
H 1.71724 4.63101 -7.14141
H 0.92187 -5.02866 -1.25044
C 3.20400 3.66300 -5.03800
H -10.58637 6.53273 1.19773
*
```

Highest occupied orbital energy ... -13.7 eV
Frontier orbital gap ... 1.32 eV
LUMO energy ... -12.35 eV
Calculated total energy ... -148105.438 eV